(P)
Formula: C3H6IN2
Source: OMol25
Level of theory: ωB97M-V/def2-TZVPD

CARTESIAN COORDINATES (ANGSTROEM)
1 I -3.526 -0.129 -0.062
2 N -0.701 1.074 0.052
3 N -0.248 -1.481 -0.012
4 C -1.541 0.089 -0.087
5 C 0.742 0.787 0.112
6 C 0.955 -0.767 0.039
7 H -0.449 -1.922 -0.899
8 H 1.584 -1.062 -0.804
9 H -0.654 2.109 0.036
10 H 1.119 1.062 1.188
11 H 1.422 -1.062 1.062
12 H 1.296 1.303 -0.624

For the orbital gap, the calculation gives 9.2 eV. As for the charge: +1. As for the HOMO energy: -14.183 eV. As for the LUMO energy: -4.93 eV.

---

(Q)
Formula: C3H6IN2
Source: OMol25
Level of theory: ωB97M-V/def2-TZVPD

CARTESIAN COORDINATES (ANGSTROEM)
1 I 0.837 -1.386 -2.357
2 N 1.186 -0.111 0.624
3 N -1.124 -0.086 -0.824
4 C 0.069 0.406 1.223
5 C -0.481 -0.002 -1.881
6 C -1.143 -0.236 0.444
7 H -2.056 -0.625 0.941
8 H -0.103 1.493 1.015
9 H 0.074 0.267 2.371
10 H 1.564 -1.039 0.899
11 H 1.856 0.469 0.167
12 H -0.679 0.849 -2.621

For the orbital gap, the calculation gives 8.1 eV. As for the charge: +1. As for the HOMO energy: -13.400 eV. As for the LUMO energy: -5.33 eV.

---

Stability summary: most stable (Q), least stable (P).

---

(P)
Formula: C2H4ClN2
Source: OMol25
Level of theory: ωB97M-V/def2-TZVPD

CARTESIAN COORDINATES (ANGSTROEM)
1 Cl -3.894 -0.456 -0.011
2 N -2.537 -1.478 0.274
3 N -0.752 0.384 -0.228
4 C -1.443 -0.649 -0.156
5 C 0.461 0.837 -0.417
6 H -2.888 -2.189 -0.367
7 H 0.664 1.785 -0.877
8 H 0.880 0.186 -1.131
9 H 0.902 0.714 0.571

For the orbital gap, the calculation gives 9.3 eV. As for the charge: +1. As for the HOMO energy: -15.840 eV. As for the LUMO energy: -6.54 eV. The structure (SMILES) is CN=C=[NH+]Cl.

---

(Q)
Formula: C2H4ClN2
Source: OMol25
Level of theory: ωB97M-V/def2-TZVPD

CARTESIAN COORDINATES (ANGSTROEM)
1 Cl -2.164 -0.637 1.634
2 N -0.751 0.175 -0.264
3 N 0.452 -0.981 1.761
4 C -0.997 1.103 -1.037
5 C -0.659 -0.416 0.846
6 H 1.435 -1.011 1.480
7 H -1.029 1.004 -2.039
8 H -1.164 2.082 -0.721
9 H 0.153 -1.640 2.508

For the orbital gap, the calculation gives 10.0 eV. As for the charge: +1. As for the HOMO energy: -15.735 eV. As for the LUMO energy: -5.77 eV. The structure (SMILES) is C=NC(=[NH2+])Cl.

---

Stability summary: most stable (Q), least stable (P).